Entry 1:
{"formula": "C22H16AuN2O3S3", "method": "ωB97M-V/def2-TZVPD", "max_force_ev_per_a": 1.6, "homo_ha": [-0.4112, -0.4098], "lumo_ha": [-0.247, -0.248], "e_tot_ha": -2513.15045, "relative_energy_kj_mol": 219.4, "total_charge": 1, "species": ["Au", "S", "C", "N", "C", "C", "C", "C", "C", "C", "S", "H", "H", "H", "H", "O", "C", "N", "C", "O", "C", "C", "C", "C", "C", "C", "H", "H", "H", "H", "C", "S", "O", "C", "C", "C", "C", "C", "C", "H", "H", "H", "H", "H", "H", "H", "H"], "xyz": [[0.97187, 0.03398, 0.05959], [-0.97508, -1.75069, 1.52504], [0.14312, -1.03932, 2.55212], [0.91027, -0.02393, 2.13835], [1.81752, 0.36983, 3.07127], [2.73721, 1.41873, 2.93195], [3.62128, 1.64285, 3.95585], [3.60682, 0.84509, 5.11583], [2.67323, -0.15418, 5.29442], [1.76121, -0.38297, 4.26982], [0.49799, -1.56247, 4.17406], [2.73369, 2.01825, 2.03065], [4.34412, 2.44285, 3.87630], [4.34515, 1.02290, 5.88575], [2.65272, -0.74980, 6.19651], [2.98288, -1.03263, -0.85969], [2.42503, -0.83462, -1.94900], [1.19304, -0.27057, -1.92634], [0.69526, -0.05710, -3.20289], [-0.37002, 0.42714, -3.48346], [1.77508, -0.56963, -4.12743], [1.83804, -0.59151, -5.50053], [2.99672, -1.11164, -6.08115], [4.03914, -1.60226, -5.30773], [3.96940, -1.58303, -3.91602], [2.82974, -1.05572, -3.34841], [1.02931, -0.21298, -6.11063], [3.08517, -1.12676, -7.15943], [4.92128, -2.00106, -5.78997], [4.77480, -1.96412, -3.30270], [-2.51530, 3.18618, -0.94695], [-1.86576, 1.54004, -0.58894], [-0.39567, 1.82931, -0.30729], [-2.58879, 1.35250, 1.05363], [-3.69340, 0.53219, 1.22924], [-4.20368, 0.35460, 2.50834], [-3.60192, 0.98302, 3.58887], [-2.49039, 1.79634, 3.39976], [-1.97814, 1.98435, 2.12559], [-2.24585, 3.85262, -0.13106], [-3.59597, 3.11108, -1.05843], [-2.05929, 3.51400, -1.87927], [-4.14477, 0.03880, 0.37629], [-5.06728, -0.27883, 2.66015], [-3.99952, 0.84123, 4.58520], [-2.02475, 2.29159, 4.24224], [-1.10664, 2.60383, 1.95327]], "forces_ev_per_a": [[-0.28, -0.91, 0.35], [0.46, 0.32, -0.86], [0.19, 0.07, 0.33], [-1.38, -0.07, -0.86], [1.14, 0.20, 0.82], [-0.33, -0.33, -0.13], [0.17, -0.09, 0.40], [0.09, 0.24, -0.15], [-0.19, 0.07, -0.04], [0.23, 0.36, -0.59], [-0.08, 0.07, -0.43], [0.06, 0.02, -0.01], [0.02, -0.02, -0.01], [-0.03, 0.03, 0.01], [0.02, 0.01, 0.01], [-0.21, 0.18, 0.43], [-0.31, 0.14, -0.29], [0.25, -0.05, 1.00], [-0.68, 0.32, -0.68], [0.38, -0.11, 0.12], [0.17, -0.08, 0.33], [-0.03, 0.03, -0.05], [-0.06, 0.03, -0.04], [0.04, -0.02, 0.07], [0.02, -0.02, 0.10], [-0.03, 0.00, -0.21], [-0.03, 0.01, 0.04], [-0.01, -0.03, 0.01], [-0.02, 0.00, -0.01], [0.02, 0.01, -0.02], [0.33, -0.14, -0.17], [-1.07, -0.03, 0.56], [1.01, -0.03, 0.30], [0.06, -0.08, -0.20], [0.02, 0.06, -0.15], [-0.03, 0.02, -0.05], [0.04, 0.01, 0.01], [0.02, 0.02, -0.03], [0.06, 0.05, -0.05], [-0.01, -0.03, 0.04], [0.02, -0.08, 0.04], [-0.03, -0.03, -0.03], [-0.01, -0.05, 0.04], [0.01, 0.00, -0.01], [0.00, -0.01, -0.01], [-0.02, -0.02, 0.00], [0.02, -0.01, 0.07]], "nbo_charge": [1.34, 0.04, -0.15, -0.58, 0.18, -0.22, -0.19, -0.18, -0.21, -0.23, 0.50, 0.23, 0.23, 0.23, 0.24, -0.58, 0.66, -0.70, 0.67, -0.52, -0.13, -0.15, -0.17, -0.18, -0.17, -0.10, 0.24, 0.23, 0.23, 0.24, -0.78, 1.28, -0.97, -0.28, -0.20, -0.20, -0.18, -0.22, -0.17, 0.25, 0.26, 0.26, 0.23, 0.23, 0.23, 0.23, 0.23]}

***

Entry 2:
{"formula": "C22H16Cl52O7", "method": "ωB97M-V/def2-TZVPD", "max_force_ev_per_a": 1.2, "homo_ha": -0.3551, "lumo_ha": -0.003, "e_tot_ha": -25304.25162, "total_charge": 0, "species": ["C", "O", "C", "C", "O", "O", "C", "O", "C", "C", "C", "O", "O", "C", "C", "O", "H", "H", "H", "H", "H", "H", "H", "H", "H", "H", "H", "H", "H", "H", "H", "H", "C", "Cl", "Cl", "Cl", "Cl", "C", "Cl", "Cl", "Cl", "Cl", "C", "Cl", "Cl", "Cl", "Cl", "C", "Cl", "Cl", "Cl", "Cl", "C", "Cl", "Cl", "Cl", "Cl", "C", "Cl", "Cl", "Cl", "Cl", "C", "Cl", "Cl", "Cl", "Cl", "C", "Cl", "Cl", "Cl", "Cl", "C", "Cl", "Cl", "Cl", "Cl", "C", "Cl", "Cl", "Cl", "Cl", "C", "Cl", "Cl", "Cl", "Cl", "C", "Cl", "Cl", "Cl", "Cl", "C", "Cl", "Cl", "Cl", "Cl"], "xyz": [[-2.07115, -0.86152, 0.25237], [-1.90706, 0.31399, -0.51037], [-1.64139, 0.06935, -1.86746], [-2.04164, 1.34802, -2.61052], [-1.54013, 2.50316, -1.96504], [-0.56487, 3.09359, -2.84031], [-0.14747, -0.24342, -2.14591], [0.63165, -0.46425, -0.98795], [1.04932, 0.70540, -0.31969], [2.57636, 0.80111, -0.24995], [2.98964, 1.64064, 0.92407], [3.82001, 1.33284, 1.71337], [2.34856, 2.89136, 1.01300], [1.19733, 2.89473, 1.77084], [0.09486, 3.74773, 1.23150], [1.07959, 2.24432, 2.76654], [-2.06121, -0.58217, 1.30292], [-3.04287, -1.31788, 0.05497], [-1.26930, -1.57688, 0.10073], [-2.30820, -0.71223, -2.24632], [-1.64328, 1.33647, -3.62132], [-3.12862, 1.40035, -2.63370], [0.10735, 3.40273, -2.21618], [0.26967, 0.55602, -2.75984], [-0.06634, -1.13625, -2.75457], [0.65422, 1.60320, -0.78700], [0.62630, 0.67626, 0.68445], [2.94004, 1.33037, -1.13164], [3.05537, -0.16521, -0.17373], [-0.73188, 3.09976, 0.94917], [-0.25646, 4.43658, 1.99182], [0.38942, 4.32187, 0.35818], [-3.07772, -4.51141, 2.01420], [-3.39211, -4.22443, 3.72745], [-4.37269, -3.78210, 1.05593], [-1.52059, -3.79265, 1.57494], [-3.02493, -6.24929, 1.70459], [-1.59600, -5.35254, -2.46461], [-0.13905, -6.26215, -2.05476], [-1.31919, -3.63654, -2.13744], [-1.97114, -5.57378, -4.17664], [-2.93137, -5.91806, -1.46286], [2.30507, -2.26121, 2.89215], [1.75863, -0.61707, 2.56043], [1.66033, -2.79156, 4.44908], [1.72000, -3.33553, 1.61824], [4.06976, -2.29967, 2.94223], [-0.28488, -0.45633, -6.53118], [-1.84074, 0.37421, -6.65571], [0.09557, -1.23190, -8.06846], [0.96834, 0.72002, -6.12046], [-0.37414, -1.67061, -5.25145], [6.90501, -0.15688, -0.75578], [5.78260, 0.23876, -2.06559], [8.13062, -1.26337, -1.37030], [7.68041, 1.32033, -0.18198], [6.00207, -0.89153, 0.58223], [-2.79303, -10.09595, 3.18967], [-3.05996, -9.47899, 1.55176], [-4.31257, -10.71272, 3.83965], [-1.60034, -11.39599, 3.13583], [-2.19923, -8.79451, 4.22424], [-0.08529, 2.59874, 5.95834], [0.44136, 1.20426, 5.02088], [-0.76699, 2.06338, 7.49948], [1.29493, 3.65841, 6.26455], [-1.32237, 3.47752, 5.04838], [3.08682, 4.12379, -6.75564], [1.51432, 4.92346, -6.80296], [3.42422, 3.38489, -8.32184], [4.34297, 5.30021, -6.36857], [3.05769, 2.86506, -5.51207], [-3.69055, 5.34721, -4.12511], [-3.45750, 5.15781, -2.38732], [-2.61289, 6.61047, -4.72635], [-3.31997, 3.82782, -4.94811], [-5.36591, 5.80331, -4.45171], [-7.06263, -11.28171, 7.34645], [-7.41611, -11.07286, 9.06385], [-8.33057, -10.51443, 6.38554], [-5.50788, -10.53696, 6.96521], [-6.99585, -13.00464, 6.96306], [0.62461, 8.17258, 6.17492], [1.33306, 8.17289, 7.79388], [0.08132, 6.54288, 5.77531], [-0.74555, 9.28987, 6.13469], [1.84003, 8.69284, 5.00246], [-3.26101, 10.74622, -5.07576], [-2.13059, 9.82968, -6.07938], [-2.77882, 12.44441, -5.05077], [-4.88739, 10.60308, -5.74737], [-3.24438, 10.10378, -3.43148], [9.06110, -4.65697, 1.41452], [9.65707, -4.62328, 3.07668], [8.53318, -6.29403, 1.01082], [7.70700, -3.53867, 1.24753], [10.35788, -4.17060, 0.31563]], "forces_ev_per_a": [[-0.18, 0.10, 0.31], [0.14, 0.02, 0.12], [0.06, 0.88, -0.18], [0.00, -0.53, 0.07], [0.12, 0.21, 0.29], [0.11, 0.05, -0.26], [-0.01, -0.25, 0.11], [0.15, 0.08, -0.32], [-0.16, -0.11, 0.22], [-0.50, 0.74, -0.06], [0.97, -0.33, 0.49], [0.14, 0.38, -0.02], [-0.69, -0.18, -0.58], [-0.15, 0.29, 0.14], [0.18, 0.45, -0.40], [0.39, 0.10, -0.88], [0.04, 0.14, 0.10], [-0.02, -0.19, -0.19], [0.11, -0.03, -0.22], [0.11, -0.29, -0.02], [-0.17, -0.09, -0.23], [-0.11, 0.30, -0.01], [-0.13, -0.06, 0.09], [0.19, 0.21, 0.09], [0.05, -0.20, 0.14], [-0.19, 0.07, -0.21], [-0.07, -0.03, -0.02], [0.13, -0.17, -0.21], [0.03, -0.16, 0.06], [-0.08, -0.16, 0.03], [-0.04, -0.03, 0.22], [0.13, 0.02, -0.05], [0.06, -0.01, -0.04], [0.02, 0.00, 0.01], [-0.01, 0.02, 0.00], [-0.19, -0.20, 0.16], [-0.05, 0.08, 0.37], [0.03, -0.05, 0.01], [0.02, 0.00, -0.01], [0.02, 0.09, -0.03], [-0.01, 0.02, 0.04], [0.01, 0.02, -0.34], [-0.14, 0.06, 0.00], [-0.08, -0.48, 0.46], [0.00, 0.00, -0.01], [0.15, -0.06, -0.12], [0.00, -0.04, 0.03], [0.03, 0.07, 0.06], [-0.05, 0.01, -0.01], [0.01, 0.01, 0.04], [-0.18, -0.12, -0.13], [-0.08, -0.17, -0.17], [-0.02, 0.03, 0.11], [-0.06, 0.01, -0.03], [0.00, -0.03, 0.02], [-0.01, 0.02, 0.00], [0.03, 0.12, -0.26], [-0.01, -0.01, 0.01], [0.01, -0.10, -0.03], [0.06, 0.00, -0.10], [0.00, 0.00, -0.01], [0.00, 0.00, 0.00], [0.18, -0.37, -0.08], [-0.31, -0.34, 1.13], [-0.04, 0.06, 0.05], [0.05, -0.26, 0.01], [-0.07, 0.10, -0.03], [-0.06, 0.04, -0.05], [-0.01, -0.01, 0.01], [0.00, 0.00, 0.01], [-0.01, -0.01, 0.00], [0.23, 0.13, 0.16], [0.06, 0.03, 0.04], [-0.03, -0.02, -0.03], [0.00, 0.00, -0.02], [-0.01, -0.04, 0.00], [-0.01, 0.00, -0.01], [0.00, 0.01, 0.02], [0.00, 0.00, -0.01], [-0.01, 0.00, -0.01], [-0.05, 0.00, 0.11], [0.00, -0.01, 0.00], [-0.05, 0.02, -0.01], [0.00, 0.00, 0.00], [-0.07, 0.32, -0.03], [0.01, -0.01, 0.00], [0.01, 0.01, -0.01], [-0.02, -0.02, 0.03], [0.04, 0.03, -0.03], [0.00, 0.00, 0.00], [0.00, -0.01, 0.00], [0.00, 0.01, 0.00], [-0.03, -0.02, 0.02], [0.00, 0.00, 0.00], [0.00, 0.00, 0.00], [0.08, -0.13, 0.07], [0.01, 0.01, -0.01]], "lowdin_charge": [-0.13, -0.14, -0.30, -0.16, -0.17, -0.05, -0.16, -0.12, -0.22, -0.07, -0.48, 0.11, 0.09, -0.50, 0.04, -0.04, 0.10, 0.07, 0.02, 0.14, 0.10, 0.13, 0.09, 0.11, 0.03, 0.11, 0.08, 0.12, 0.10, 0.10, 0.09, 0.09, -2.01, 0.54, 0.54, 0.53, 0.46, -2.03, 0.54, 0.55, 0.53, 0.51, -1.99, 0.67, 0.54, 0.53, 0.54, -2.04, 0.53, 0.54, 0.49, 0.56, -2.03, 0.53, 0.52, 0.54, 0.49, -2.05, 0.50, 0.51, 0.53, 0.52, -2.02, 0.58, 0.53, 0.51, 0.52, -2.06, 0.53, 0.53, 0.53, 0.48, -2.04, 0.56, 0.50, 0.54, 0.53, -2.06, 0.52, 0.52, 0.50, 0.52, -2.05, 0.52, 0.48, 0.52, 0.52, -2.06, 0.50, 0.52, 0.52, 0.51, -2.05, 0.53, 0.52, 0.48, 0.52]}